# 1
The following is a DFT calculation (ωB97M-V/def2-TZVPD) of 30 unconnected molecules or ions with the total composition H60O30.

HOMO level, eV: -8.92
F_max, eV Å⁻¹: 3.983
Charge: 0
Energy relative to the best compared isomer or geometry (same formula, charge and spin), kJ/mol: 228.9
E, a.u.: -2293.26416

Geometry (Å):
O1 -0.108 0.202 1.569
O2 -1.219 0.956 -0.929
O3 1.395 2.401 0.769
O4 1.556 -1.786 2.225
O5 -0.017 -3.028 -1.359
O6 0.344 0.883 -3.416
O7 2.244 2.211 -1.845
O8 -2.967 0.243 2.352
O9 1.862 -1.370 -2.758
O10 -3.302 -0.777 -1.727
O11 -3.646 2.040 0.588
O12 3.398 -2.294 0.245
O13 -2.303 -3.429 0.051
O14 -1.431 3.951 -0.631
O15 -0.453 0.787 4.420
O16 -0.612 -3.694 2.714
O17 2.690 0.278 3.941
O18 -1.815 -2.465 -3.474
O19 3.130 2.816 2.828
O20 -4.154 -2.134 1.818
O21 -3.890 2.258 -2.152
O22 -1.809 -1.626 4.554
O23 -1.873 3.212 4.011
O24 1.303 5.025 -1.627
O25 1.072 -1.124 -5.319
O26 -3.198 4.467 1.853
O27 4.588 -2.215 -2.568
O28 4.784 -2.047 2.666
O29 0.557 3.219 -4.848
O30 1.095 -4.987 -2.847
H1 -0.108 0.474 2.467
H2 0.449 -0.568 1.608
H3 -1.857 0.300 -1.251
H4 -1.015 0.684 -0.018
H5 0.950 1.619 1.067
H6 0.766 3.161 0.684
H7 2.312 -1.842 1.594
H8 1.948 -1.377 3.004
H9 0.614 -2.373 -1.602
H10 0.299 -3.843 -1.812
H11 0.393 0.113 -4.035
H12 -0.151 0.551 -2.693
H13 1.824 1.458 -2.375
H14 2.116 2.006 -0.881
H15 -2.228 0.250 2.973
H16 -2.705 0.734 1.565
H17 1.676 -1.498 -3.708
H18 2.796 -1.225 -2.776
H19 -3.167 -1.426 -2.468
H20 -4.241 -0.624 -1.535
H21 -3.996 2.882 0.882
H22 -3.615 2.142 -0.309
H23 4.016 -2.128 0.927
H24 3.708 -2.014 -0.660
H25 -1.590 -3.044 -0.413
H26 -2.444 -4.315 -0.302
H27 -1.084 4.471 -1.360
H28 -1.507 3.005 -0.903
H29 0.158 1.160 5.039
H30 -0.800 -0.111 4.661
H31 -0.907 -3.837 1.800
H32 0.221 -3.150 2.613
H33 2.258 0.654 4.733
H34 3.053 1.073 3.522
H35 -1.038 -2.244 -2.923
H36 -1.787 -3.404 -3.493
H37 2.702 2.959 1.983
H38 4.029 3.164 2.850
H39 -3.737 -1.268 2.030
H40 -3.421 -2.658 1.419
H41 -4.828 1.945 -2.339
H42 -3.440 1.458 -2.399
H43 -2.582 -1.859 5.082
H44 -1.612 -2.380 3.996
H45 -1.406 2.374 4.076
H46 -2.388 3.351 4.801
H47 1.845 5.571 -1.017
H48 1.682 4.164 -1.706
H49 0.656 -1.691 -6.020
H50 1.406 -0.370 -5.775
H51 -2.747 3.941 2.499
H52 -2.523 4.575 1.135
H53 5.405 -1.717 -2.651
H54 4.782 -3.089 -2.898
H55 4.555 -1.198 3.121
H56 5.779 -2.073 2.754
H57 -0.202 3.171 -5.438
H58 0.299 2.560 -4.224
H59 1.672 -4.859 -3.599
H60 1.537 -5.754 -2.403

Löwdin population analysis, charges in e, atoms 1 to 4: number 1, O, carries -0.025; number 2, O, carries -0.050; number 3, O, carries -0.053; number 4, O, carries -0.057

=====

# 2
The following is a DFT calculation (ωB97M-V/def2-TZVPD) of 2 unconnected molecules or ions with the total composition H6N2.

HOMO level, eV: -9.76
F_max, eV Å⁻¹: 2.722
Charge: 0
Energy relative to the best compared isomer or geometry (same formula, charge and spin), kJ/mol: 34.9
E, a.u.: -113.09091

Geometry (Å):
H1 -1.461 -1.943 0.592
H2 -0.907 -0.617 -0.245
H3 0.258 -1.673 0.548
H4 1.411 2.039 -0.643
H5 -0.133 1.677 -0.328
H6 0.838 0.565 0.164
N1 -0.729 -1.288 0.534
N2 0.724 1.241 -0.623

natural (NBO) population analysis, charges in e, atoms 1 to 4: number 1, H, carries 0.368; number 2, H, carries 0.377; number 3, H, carries 0.376; number 4, H, carries 0.368

=====

# 3
The following is a DFT calculation (ωB97M-V/def2-TZVPD) of 2 unconnected molecules or ions with the total composition H6N2O.

HOMO level, eV: -9.21
F_max, eV Å⁻¹: 2.493
Charge: 0
Energy relative to the best compared isomer or geometry (same formula, charge and spin), kJ/mol: 35.3
E, a.u.: -188.28919

Geometry (Å):
H1 2.547 -0.502 0.615
H2 1.706 -1.127 -0.592
H3 -0.011 0.204 0.335
H4 0.605 1.221 -0.766
H5 -2.155 -0.570 0.672
H6 -3.222 0.366 -0.066
N1 1.963 -0.230 -0.156
N2 0.913 0.700 0.098
O1 -2.346 -0.063 -0.140

natural (NBO) population analysis, charges in e, atoms 1 to 4: number 1, H, carries 0.347; number 2, H, carries 0.325; number 3, H, carries 0.327; number 4, H, carries 0.348

=====

# 4
The following is a DFT calculation (ωB97M-V/def2-TZVPD) of 2 unconnected molecules or ions with the total composition H6N3O2P.

HOMO level, eV: -8.73
F_max, eV Å⁻¹: 2.787
Charge: 0
Energy relative to the best compared isomer or geometry (same formula, charge and spin), kJ/mol: 65.7
E, a.u.: -659.67901

Geometry (Å):
N1 1.534 -2.281 0.147
N2 -1.617 0.788 -0.115
N3 0.379 -1.963 0.239
O1 0.457 1.951 -1.255
O2 0.789 0.567 0.829
P1 0.014 0.656 -0.431
H1 0.066 -0.523 -1.128
H2 2.186 -2.278 0.998
H3 -2.379 0.984 -0.690
H4 -1.879 0.900 0.815
H5 0.016 -1.514 1.154
H6 0.436 2.713 -0.563

natural (NBO) population analysis, charges in e, atoms 1 to 4: number 1, N, carries -0.277; number 2, N, carries -1.223; number 3, N, carries -0.320; number 4, O, carries -0.984

=====

# 5
The following is a DFT calculation (ωB97M-V/def2-TZVPD) of 2 unconnected molecules or ions with the total composition H6N4OS.

HOMO level, eV: -9.23
F_max, eV Å⁻¹: 4.901
Charge: 0
Energy relative to the best compared isomer or geometry (same formula, charge and spin), kJ/mol: 53.6
E, a.u.: -695.86728

Geometry (Å):
N1 -1.811 -0.671 0.508
N2 2.869 -0.099 0.066
N3 -0.142 1.063 0.165
N4 3.066 -1.342 0.188
O1 -3.177 -0.304 0.341
S1 -0.797 -0.157 -0.671
H1 1.901 0.194 0.110
H2 -1.923 -1.632 0.641
H3 -0.610 1.911 0.309
H4 0.662 0.920 0.926
H5 4.115 -1.591 -0.034
H6 -3.094 0.551 0.097

natural (NBO) population analysis, charges in e, atoms 1 to 4: number 1, N, carries -0.547; number 2, N, carries -0.323; number 3, N, carries -1.046; number 4, N, carries -0.300

=====

# 6
The following is a DFT calculation (ωB97M-V/def2-TZVPD) of a single H6N6P2 molecule.

HOMO level (spin up / spin down), eV: -8.05 / -8.07
F_max, eV Å⁻¹: 3.744
Charge: 0
Energy relative to the best compared isomer or geometry (same formula, charge and spin), kJ/mol: 48.9
E, a.u.: -1014.70460

Geometry (Å):
N1 -0.645 -1.649 -0.104
N2 -0.285 0.731 -1.456
N3 -0.809 -0.869 1.126
N4 -0.634 1.612 0.386
N5 1.724 -0.485 -0.291
N6 1.598 0.070 0.973
P1 0.359 -0.743 -1.267
P2 -0.066 0.578 1.591
H1 -0.136 -2.607 -0.108
H2 -1.208 0.772 -1.793
H3 -1.862 -0.698 1.303
H4 -0.087 2.487 0.152
H5 2.484 0.017 -0.770
H6 1.779 -0.631 1.625

natural (NBO) population analysis, charges in e, atoms 1 to 4: number 1, N, carries -0.756; number 2, N, carries -0.864; number 3, N, carries -0.833; number 4, N, carries -0.891

=====

# 7
The following is a DFT calculation (ωB97M-V/def2-TZVPD) of 2 unconnected molecules or ions with the total composition H6NOSi2.

HOMO level (spin up / spin down), eV: -2.88 / -2.13
F_max, eV Å⁻¹: 4.265
Charge: -1
Energy relative to the best compared isomer or geometry (same formula, charge and spin), kJ/mol: 536.2
E, a.u.: -712.40480

Geometry (Å):
N1 -2.000 0.363 -1.092
O1 -0.938 -0.397 -1.176
Si1 0.547 -1.866 0.183
Si2 -2.443 0.659 0.568
H1 1.545 -1.102 -0.369
H2 0.248 -1.646 1.776
H3 0.953 -3.308 0.176
H4 -1.680 1.053 1.713
H5 -3.770 1.418 0.659
H6 -2.484 -0.772 1.012

natural (NBO) population analysis, charges in e, atoms 1 to 4: number 1, N, carries -0.569; number 2, O, carries -0.555; number 3, Si, carries 0.508; number 4, Si, carries 0.966

=====

# 8
The following is a DFT calculation (ωB97M-V/def2-TZVPD) of 3 unconnected molecules or ions with the total composition H6O3.

HOMO level (spin up / spin down), eV: 0.95 / -7.05
Spin multiplicity: 2
<S²>: 0.750
F_max, eV Å⁻¹: 1.342
Charge: -1
Energy relative to the best compared isomer or geometry (same formula, charge and spin), kJ/mol: 18.4
E, a.u.: -229.27800

Geometry (Å):
O1 -0.550 1.959 1.654
H1 -0.285 1.328 2.323
H2 0.198 2.008 1.059
O2 -0.182 0.135 -1.181
H3 0.247 0.255 -2.028
H4 -0.733 0.911 -1.078
O3 0.750 -2.281 -0.034
H5 0.472 -1.426 -0.362
H6 0.082 -2.889 -0.352

natural (NBO) population analysis, charges in e, atoms 1 to 4: number 1, O, carries -1.030; number 2, H, carries 0.447; number 3, H, carries 0.435; number 4, O, carries -1.454

=====

# 9
The following is a DFT calculation (ωB97M-V/def2-TZVPD) of 3 unconnected molecules or ions with the total composition H6O3.

HOMO level (spin up / spin down), eV: 0.76 / -7.14
Spin multiplicity: 2
<S²>: 0.750
F_max, eV Å⁻¹: 1.624
Charge: -1
Energy relative to the best compared isomer or geometry (same formula, charge and spin), kJ/mol: 2.3
E, a.u.: -229.28411

Geometry (Å):
O1 0.536 -0.674 -0.905
H1 1.098 -1.423 -1.102
H2 0.272 -0.339 -1.762
O2 -2.439 0.229 0.408
H3 -1.653 -0.229 0.111
H4 -3.087 0.063 -0.276
O3 2.077 0.997 1.264
H5 1.683 0.869 0.401
H6 1.513 0.507 1.862

natural (NBO) population analysis, charges in e, atoms 1 to 4: number 1, O, carries -1.513; number 2, H, carries 0.341; number 3, H, carries 0.302; number 4, O, carries -1.016

=====

# 10
The following is a DFT calculation (ωB97M-V/def2-TZVPD) of 3 unconnected molecules or ions with the total composition H6O3.

HOMO level, eV: -11.30
F_max, eV Å⁻¹: 2.970
Charge: 0
Energy relative to the best compared isomer or geometry (same formula, charge and spin), kJ/mol: 68.0
E, a.u.: -229.29917

Geometry (Å):
O1 -2.576 3.149 2.107
H1 -2.281 2.418 1.631
H2 -2.668 3.721 1.331
O2 -0.108 -1.382 -1.068
H3 -0.771 -1.780 -1.587
H4 0.708 -1.961 -1.163
O3 2.646 -1.772 -0.875
H5 2.524 -1.342 -0.065
H6 2.789 -1.013 -1.456

natural (NBO) population analysis, charges in e, atoms 1 to 4: number 1, O, carries -0.917; number 2, H, carries 0.458; number 3, H, carries 0.459; number 4, O, carries -0.970

=====

What did the fifth record say?
The following is a DFT calculation (ωB97M-V/def2-TZVPD) of 2 unconnected molecules or ions with the total composition H6N4OS.

HOMO level, eV: -9.23
F_max, eV Å⁻¹: 4.901
Charge: 0
Energy relative to the best compared isomer or geometry (same formula, charge and spin), kJ/mol: 53.6
E, a.u.: -695.86728

Geometry (Å):
N1 -1.811 -0.671 0.508
N2 2.869 -0.099 0.066
N3 -0.142 1.063 0.165
N4 3.066 -1.342 0.188
O1 -3.177 -0.304 0.341
S1 -0.797 -0.157 -0.671
H1 1.901 0.194 0.110
H2 -1.923 -1.632 0.641
H3 -0.610 1.911 0.309
H4 0.662 0.920 0.926
H5 4.115 -1.591 -0.034
H6 -3.094 0.551 0.097

natural (NBO) population analysis, charges in e, atoms 1 to 4: number 1, N, carries -0.547; number 2, N, carries -0.323; number 3, N, carries -1.046; number 4, N, carries -0.300